# 1
Computed, not measured: a structure of composition C22H58BrNbO13P3 at a distorted geometry, with ωB97M-V/def2-TZVPD.

XYZ file:
```
98
Properties=species:S:1:pos:R:3:lowdin_charge:R:1
C 9.6945 -2.0477 3.6462 -0.110
C 9.4035 -0.6169 3.2084 -0.243
C 8.0980 -0.0809 3.7298 -0.308
O 7.0580 -1.0053 3.5563 -0.302
C 5.9332 -0.6986 4.4089 -0.440
Nb 3.9710 -1.6080 3.6670 0.807
Br 2.8957 -1.6571 6.0516 -0.207
H 10.7659 -2.1991 3.7607 0.058
H 9.3276 -2.7932 2.9526 0.069
H 9.2678 -2.2268 4.6293 0.072
H 10.1931 0.0201 3.6061 0.098
H 9.4919 -0.5477 2.1263 0.102
H 7.8681 0.8776 3.2485 0.118
H 8.1913 0.1274 4.8024 0.113
H 6.1841 -1.0212 5.4244 0.032
H 5.8375 0.3906 4.4312 0.025
H 4.5557 -3.3577 3.7620 -0.169
H 2.3457 -2.1213 2.9714 -0.194
H 3.3436 0.1187 3.3833 -0.155
H 4.5495 -1.5868 1.9773 -0.145
O 0.7299 3.0410 -2.8156 -0.222
P 0.8760 1.7222 -2.1443 0.572
O 2.5095 1.5625 -2.1357 -0.220
C 3.3187 2.6110 -1.6062 -0.283
C 3.2918 2.6450 -0.0851 -0.065
O 0.3976 0.7713 -3.4178 -0.230
C -0.4961 1.2570 -4.4133 -0.301
C 0.2530 1.7025 -5.6556 -0.077
O 0.6228 0.5136 -1.1463 -0.221
C 1.3117 -0.7568 -1.2951 -0.243
C 2.4237 -0.9137 -0.2890 -0.092
H 3.0060 3.5746 -2.0155 0.101
H 4.3338 2.4276 -1.9608 0.115
H 2.2673 2.6605 0.2977 0.070
H 3.8142 3.5291 0.2829 0.078
H 3.7768 1.7669 0.3393 0.070
H -1.1111 2.0666 -4.0218 0.103
H -1.1700 0.4341 -4.6609 0.102
H 1.1207 2.3058 -5.3938 0.073
H -0.3956 2.2826 -6.3147 0.072
H 0.6184 0.8360 -6.2096 0.071
H 1.6798 -0.8935 -2.3068 0.112
H 0.5499 -1.5181 -1.1221 0.112
H 3.2749 -0.2898 -0.5493 0.058
H 2.7740 -1.9458 -0.2656 0.077
H 2.1031 -0.6278 0.7116 0.049
O 0.2490 3.0874 2.6528 -0.203
P -0.9531 3.1621 3.4787 0.457
O -1.4756 1.6924 3.8436 -0.193
C -0.5450 0.6741 4.2749 -0.243
C -0.1123 0.8834 5.7121 -0.080
O -2.1207 3.6389 2.4267 -0.219
C -1.7912 4.2171 1.1705 -0.288
C -1.8762 3.1915 0.0598 -0.074
O -1.4970 4.0338 4.6758 -0.185
C -2.8542 3.8844 5.1299 -0.258
C -2.9292 3.1064 6.4236 -0.072
H 0.3213 0.6362 3.6130 0.104
H -1.0639 -0.2770 4.1730 0.120
H 0.2584 1.8995 5.8715 0.079
H 0.6711 0.1769 5.9809 0.003
H -0.9490 0.7304 6.3960 0.064
H -0.8036 4.6749 1.1994 0.105
H -2.5115 5.0187 0.9931 0.113
H -1.3923 2.2577 0.3521 0.073
H -1.4058 3.5753 -0.8482 0.063
H -2.9173 2.9552 -0.1676 0.073
H -3.4825 3.4317 4.3689 0.111
H -3.2210 4.8984 5.2936 0.120
H -2.7422 2.0485 6.2548 0.057
H -3.9255 3.2027 6.8583 0.078
H -2.1893 3.4667 7.1385 0.084
O -3.4730 -4.0298 -4.2038 -0.202
P -4.8564 -3.5778 -4.0687 0.454
O -5.2522 -2.6860 -5.3632 -0.192
C -4.8601 -3.1348 -6.6609 -0.274
C -5.7192 -4.2824 -7.1654 -0.077
O -4.8015 -2.4342 -2.9162 -0.212
C -3.6875 -2.3312 -2.0158 -0.266
C -2.7209 -1.2535 -2.4571 -0.060
O -6.2506 -4.1607 -3.6291 -0.183
C -7.4088 -3.3071 -3.5444 -0.250
C -8.3453 -3.5137 -4.7126 -0.072
H -3.8072 -3.4221 -6.6571 0.110
H -4.9553 -2.2763 -7.3252 0.118
H -5.7701 -5.0908 -6.4328 0.076
H -5.3128 -4.6789 -8.0960 0.078
H -6.7404 -3.9527 -7.3563 0.065
H -3.1820 -3.2896 -1.9179 0.106
H -4.0989 -2.0862 -1.0362 0.117
H -2.5198 -1.3103 -3.5261 0.071
H -1.7771 -1.3296 -1.9172 0.070
H -3.1431 -0.2649 -2.2668 0.079
H -7.1277 -2.2623 -3.4520 0.114
H -7.9122 -3.5909 -2.6206 0.123
H -7.9409 -3.0734 -5.6217 0.058
H -9.3035 -3.0337 -4.5101 0.080
H -8.5084 -4.5756 -4.8983 0.083
```

## Properties
Gap between HOMO and LUMO   7.105 eV
Net charge   -1
Largest force on an atom   7.53 eV/A
Spin multiplicity   1
HOMO   -5.10 eV

***

# 2
Computed, not measured: a cluster of 8 separate species, C22H58FNO7S8Si in total at a distorted geometry, with ωB97M-V/def2-TZVPD.

XYZ file:
```
98
Properties=species:S:1:pos:R:3:lowdin_charge:R:1
C 5.3074 2.7921 1.6785 0.005
C 5.5797 1.6600 1.0407 -0.160
Si 6.3439 0.1056 0.1609 0.565
F 6.2184 0.4006 -1.5484 -0.231
C 8.1588 -0.0985 0.7868 -0.257
C 8.5769 -1.6351 1.1100 -0.250
C 8.7470 -1.9306 2.7073 -0.279
N 7.4498 -2.1556 3.4200 -0.039
C 5.3052 -1.4663 0.5251 -0.274
C 3.7303 -1.3229 0.1472 -0.296
C 2.8410 -0.9537 1.4436 -0.527
S 2.1128 0.7601 1.2196 0.635
H 5.4046 3.8667 2.1029 0.054
H 8.8660 0.2911 -0.0494 0.089
H 8.2394 0.5301 1.7478 0.078
H 9.6434 -1.7762 0.6545 0.106
H 7.9171 -2.4243 0.5777 0.092
H 9.4970 -2.8039 2.8436 0.111
H 9.1996 -0.9588 3.1620 0.117
H 7.0032 -1.2605 3.6852 0.068
H 6.8135 -2.7687 2.8888 0.054
H 5.3603 -1.7335 1.6415 0.059
H 5.7441 -2.3747 -0.0622 0.090
H 3.5534 -0.6230 -0.7640 0.103
H 3.3834 -2.3819 -0.1987 0.113
H 1.9370 -1.6777 1.4542 0.031
H 3.4097 -0.9604 2.4408 0.078
H 2.1521 1.4659 2.4251 -0.125
C -0.2021 4.2903 -2.5135 -0.276
S -0.5016 2.9635 -1.3242 0.795
O 0.0932 3.3888 -0.0179 -0.576
C 0.6345 1.7795 -2.0784 -0.266
H -0.7889 5.1613 -2.2159 0.053
H 0.8568 4.5534 -2.5211 0.032
H -0.5151 3.9671 -3.5079 0.038
H 1.6420 2.1993 -2.1129 0.056
H 0.2928 1.5387 -3.0869 0.052
H 0.6406 0.8723 -1.4728 0.027
C -1.2325 -4.6406 2.3384 -0.269
S -1.1606 -2.9233 1.7824 0.802
O 0.1343 -2.7400 1.0552 -0.567
C -0.9656 -2.2046 3.4273 -0.259
H -1.3172 -5.2846 1.4618 0.030
H -0.3231 -4.8935 2.8873 0.056
H -2.1076 -4.7813 2.9757 0.054
H -0.0728 -2.6099 3.9082 0.058
H -1.8493 -2.4255 4.0286 0.034
H -0.8616 -1.1238 3.3230 0.057
C -4.9471 -2.2823 5.9332 -0.275
S -4.8751 -0.5647 5.3772 0.807
O -3.5813 -0.3819 4.6508 -0.555
C -4.6793 0.1551 7.0226 -0.271
H -5.0319 -2.9263 5.0564 0.048
H -4.0376 -2.5354 6.4819 0.056
H -5.8221 -2.4232 6.5707 0.051
H -3.7866 -0.2500 7.5031 0.058
H -5.5630 -0.0656 7.6245 0.051
H -4.5750 1.2358 6.9172 0.051
C 4.1694 5.4363 -6.2135 -0.274
S 3.4259 4.9098 -4.6534 0.811
O 1.9404 4.9939 -4.8128 -0.562
C 3.9518 6.3518 -3.7007 -0.268
H 3.9332 4.6936 -6.9770 0.049
H 3.7634 6.4048 -6.5124 0.057
H 5.2529 5.5027 -6.0972 0.052
H 3.5593 7.2632 -4.1562 0.057
H 5.0424 6.3883 -3.6669 0.052
H 3.5621 6.2571 -2.6862 0.051
C -3.5449 3.0820 -4.1919 -0.259
S -3.9650 1.9944 -2.8116 0.804
O -2.7960 1.0886 -2.5801 -0.584
C -5.2188 1.0447 -3.6995 -0.274
H -2.7414 3.7483 -3.8749 0.024
H -3.2086 2.4894 -5.0452 0.060
H -4.4187 3.6756 -4.4676 0.055
H -4.7771 0.5795 -4.5835 0.056
H -6.0372 1.7050 -3.9916 0.056
H -5.6009 0.2697 -3.0349 0.022
C -8.7490 0.4066 0.7455 -0.271
S -7.1510 0.6498 -0.0615 0.818
O -7.4174 1.1848 -1.4331 -0.565
C -6.7590 -1.1057 -0.2308 -0.258
H -9.2025 1.3842 0.9160 0.049
H -9.4032 -0.1895 0.1061 0.057
H -8.6011 -0.0950 1.7037 0.051
H -7.5372 -1.6077 -0.8094 0.063
H -6.6765 -1.5580 0.7592 0.057
H -5.8044 -1.1987 -0.7506 0.032
C -3.0551 -5.6016 -2.4180 -0.266
S -3.1140 -4.5167 -0.9745 0.779
O -4.4103 -4.7732 -0.2724 -0.560
C -3.2953 -2.9788 -1.9043 -0.258
H -2.9799 -6.6337 -2.0721 0.049
H -3.9643 -5.4836 -3.0108 0.057
H -2.1786 -5.3582 -3.0216 0.054
H -4.1896 -3.0243 -2.5292 0.057
H -2.4111 -2.8213 -2.5247 0.061
H -3.3899 -2.1548 -1.1956 0.045
```

## Properties
Gap between HOMO and LUMO   8.035 eV
Largest force on an atom   7.21 eV/A
ΔE to the lowest compared entry with this formula, charge and spin   64.91 kcal/mol
Spin multiplicity   1
HOMO   -7.62 eV